Below is Br2S2 as an isolated structure, with properties calculated with ωB97M-V with the def2-TZVPD basis set.

Geometry (Å):
S1 -1.240197 -0.827858 -0.311272
Br1 2.273707 0.825379 -0.217219
Br2 -2.342659 0.944390 -0.120985
S2 1.309148 -0.941912 0.649476

Forces on the atoms, in the same order (eV/Å):
2.55 -1.27 0.46
-0.37 -0.62 0.25
-0.05 0.85 0.32
-2.14 1.04 -1.03

Computed properties:
Spin multiplicity: 1
HOMO level, eV: -9.28
Gap between HOMO and LUMO, eV: 6.47
ΔE to the lowest compared entry with this formula, charge and spin, eV: 1.881
M, Da: 223.942